Below is a molecular structure, C20H31Al2BrClF8N3OPS3, with properties calculated with the ωB97M-V functional and the def2-TZVPD basis.

The total charge is +1. Its highest occupied orbital energy is -0.38537 Eh. The calculation puts the calculated total energy at -187025.1354 eV.

Last column: Löwdin charge in e.
Positions of all 71 atoms, in Å:
C (0.972, -3.215, 0.718)  -0.1465
C (2.120, -2.363, -0.079)  -0.2209
C (2.120, -0.801, 0.375)  -0.1509
C (0.807, -0.125, -0.317)  -0.1773
N (1.041, 1.267, -0.807)  -0.2073
C (-0.231, 1.910, -1.250)  -0.1947
C (-1.180, 0.943, -2.116)  -0.1451
C (-2.348, 0.407, -1.121)  -0.1991
C (-3.478, -0.445, -1.896)  -0.1270
C (-3.812, -1.837, -1.153)  -0.2315
C (-2.789, -2.991, -1.391)  -0.0054
C (-3.065, -4.380, -0.741)  -0.0051
C (-4.341, -4.597, 0.121)  -0.4259
Br (-4.732, -6.378, 0.921)  0.8619
C (-5.311, -3.397, 0.358)  -0.3369
N (-6.541, -3.417, 1.136)  -0.2208
S (-7.172, -1.825, 1.012)  1.0428
N (-6.070, -0.931, 0.039)  -0.1794
C (-5.100, -1.963, -0.260)  -0.4074
C (1.707, 2.132, 0.202)  -0.8701
S (3.293, 2.592, -0.167)  0.6216
S (0.990, 2.795, 1.776)  0.8698
C (1.135, 1.581, 3.176)  -0.4193
C (-0.055, 0.517, 3.294)  -0.2726
C (-1.472, 1.026, 2.749)  -0.1709
H (1.292, -4.321, 0.631)  0.0888
H (0.972, -2.868, 1.805)  0.0610
H (-0.063, -3.093, 0.217)  0.0360
H (3.135, -2.819, 0.225)  0.1267
H (1.892, -2.506, -1.189)  0.1026
H (3.077, -0.323, -0.030)  0.0878
H (2.043, -0.794, 1.515)  0.1014
H (0.015, -0.101, 0.508)  0.0939
H (0.506, -0.862, -1.140)  0.1198
H (0.058, 2.788, -1.948)  0.1261
H (-0.860, 2.369, -0.414)  0.1004
H (-0.625, 0.067, -2.594)  0.1184
H (-1.710, 1.527, -2.969)  0.1144
H (-2.828, 1.307, -0.583)  0.1318
H (-1.896, -0.270, -0.291)  0.0004
H (-3.025, -0.735, -2.920)  0.1295
H (-4.423, 0.169, -2.080)  0.1357
H (-1.853, -2.836, -2.023)  0.1446
H (-2.309, -5.222, -0.923)  0.1403
H (1.187, 2.153, 4.173)  0.1094
H (2.120, 1.016, 3.044)  0.0965
H (-0.197, 0.260, 4.404)  0.1281
H (0.185, -0.475, 2.765)  0.0913
H (-1.963, 1.763, 3.492)  0.1028
H (-2.170, 0.101, 2.755)  -0.0401
H (-1.469, 1.407, 1.675)  0.0316
Al (-3.006, -1.680, 1.161)  1.0279
F (5.663, -0.864, -0.619)  -0.2038
P (6.863, 0.047, -0.042)  0.1866
F (5.724, 0.117, 1.097)  -0.2023
F (7.828, -1.203, -0.328)  -0.1673
F (6.875, 1.659, 0.004)  -0.2066
F (7.135, 0.491, -1.567)  -0.2014
F (7.933, 0.097, 1.153)  -0.1677
F (-1.932, 0.834, -4.776)  -0.4564
C (1.666, 5.605, -0.956)  -0.0041
C (0.395, 5.781, -1.838)  -0.3263
O (-0.577, 5.134, -1.238)  0.1215
H (1.948, 4.552, -0.857)  -0.0123
H (2.508, 6.130, -1.418)  0.1118
H (1.529, 6.021, 0.046)  0.1041
H (0.694, 5.455, -2.848)  0.1329
H (0.292, 6.872, -1.975)  0.1526
Al (3.914, 2.269, -2.623)  0.7503
F (-0.026, -4.635, 2.706)  -0.5873
Cl (-3.006, -6.890, 2.238)  0.1866


Below is a molecular structure, C20H31As2HfN6O11P2S, with properties calculated with the ωB97M-V functional and the def2-TZVPD basis.

The total charge is +1. As for the energy above the lowest of the compared OMol25 structures with the same formula, charge and spin: 58.7 kcal per mole. Its highest occupied orbital energy is -0.45757 Eh. The calculation puts the calculated total energy at -205103.4087 eV.

Last column: Löwdin charge in e.
Positions of all 74 atoms, in Å:
Hf (2.020, 0.731, 1.155)  1.2804
C (0.828, 2.587, 5.043)  -0.2479
As (0.892, 2.311, 3.148)  1.1380
C (0.627, 4.120, 2.521)  -0.2564
C (-0.893, 1.532, 2.991)  -0.4253
C (-2.021, 2.335, 3.035)  -0.0959
C (-3.283, 1.781, 2.863)  -0.0550
C (-3.417, 0.416, 2.655)  -0.0601
C (-2.291, -0.398, 2.624)  -0.0946
C (-1.029, 0.152, 2.800)  -0.4040
As (0.582, -0.947, 2.713)  1.1101
C (-0.150, -2.707, 2.697)  -0.2650
C (1.149, -0.898, 4.565)  -0.2579
H (-0.161, 2.992, 5.229)  0.0424
H (1.593, 3.302, 5.333)  0.0460
H (0.968, 1.662, 5.589)  0.0173
H (0.315, 4.746, 3.351)  0.0409
H (-0.118, 4.133, 1.732)  0.0297
H (1.569, 4.490, 2.120)  0.0368
H (-1.926, 3.404, 3.186)  0.1049
H (-4.159, 2.416, 2.886)  0.1148
H (-4.399, -0.021, 2.521)  0.1137
H (-2.417, -1.462, 2.471)  0.0929
H (-0.701, -2.909, 1.784)  0.0348
H (-0.794, -2.768, 3.567)  0.0518
H (0.665, -3.420, 2.785)  0.0504
H (0.271, -0.864, 5.202)  0.0513
H (1.798, -0.049, 4.751)  -0.0008
H (1.719, -1.803, 4.766)  0.0474
O (3.561, -1.389, 1.019)  -0.1830
P (4.550, -0.401, 1.855)  0.2878
O (5.648, -1.060, 2.527)  -0.1835
O (3.416, 0.380, 2.558)  -0.4430
O (5.079, 0.628, 0.661)  -0.2217
P (4.045, 1.572, -0.149)  0.2509
O (4.862, 2.288, -1.241)  0.0010
O (3.305, 2.425, 0.867)  -0.3244
O (2.956, 0.645, -0.687)  -0.3220
H (3.994, -2.171, 0.649)  0.1245
H (5.816, 2.371, -1.119)  0.1296
N (1.829, 3.650, -3.608)  0.1460
C (1.548, 3.592, -2.490)  -0.3347
N (1.211, 3.546, -1.204)  0.1544
C (0.831, 2.634, -0.472)  -0.3871
N (0.448, 1.845, 0.348)  -0.0287
C (-3.920, -0.042, -6.354)  -0.1011
C (-3.126, -0.367, -5.086)  -0.3113
S (-3.040, -2.121, -4.898)  0.6298
O (-2.149, -2.639, -5.909)  -0.2902
O (-4.380, -2.621, -4.755)  -0.2884
C (-2.232, -2.374, -3.344)  -0.2099
C (-0.711, -2.283, -3.472)  -0.1190
N (-0.073, -2.038, -2.157)  0.0732
C (0.073, -0.834, -1.559)  -0.2724
N (0.710, -0.955, -0.392)  0.0348
C (0.980, -2.287, -0.245)  -0.1062
C (0.501, -2.959, -1.305)  -0.1189
N (0.527, -4.391, -1.471)  -0.3267
O (0.993, -5.021, -0.545)  0.1083
O (0.082, -4.868, -2.495)  0.1125
C (-0.436, 0.426, -2.173)  0.0330
H (-3.972, 1.038, -6.482)  0.0827
H (-4.932, -0.437, -6.287)  0.0819
H (-3.439, -0.471, -7.232)  0.0853
H (-3.611, 0.023, -4.188)  0.1059
H (-2.096, -0.005, -5.158)  0.0975
H (-2.553, -3.378, -3.058)  0.1173
H (-2.638, -1.654, -2.631)  0.1093
H (-0.393, -1.501, -4.154)  0.1279
H (-0.322, -3.214, -3.853)  0.1159
H (1.508, -2.704, 0.589)  0.0877
H (-1.114, 0.219, -2.994)  0.0611
H (0.390, 1.025, -2.567)  0.0899
H (-0.964, 1.012, -1.423)  0.0833


Below is a molecular structure, C20H31As3Cl3I2NOPdSi, with properties calculated with the ωB97M-V functional and the def2-TZVPD basis.

The total charge is -2. As for the energy above the lowest of the compared OMol25 structures with the same formula, charge and spin: 0.0 kcal per mole. Its highest occupied orbital energy is -0.03677 Eh. The calculation puts the calculated total energy at -272428.7093 eV.

Last column: Löwdin charge in e.
Positions of all 63 atoms, in Å:
Pd (1.864, 0.749, -0.760)  -0.0160
C (-3.121, 2.002, -2.458)  -0.3596
As (-1.416, 1.214, -1.823)  1.1070
C (-0.265, 2.470, -2.792)  -0.3318
C (-1.417, 2.136, -0.070)  -0.3853
C (-1.922, 1.326, 1.142)  -0.6552
C (-3.197, 0.560, 0.794)  -0.0923
C (-0.858, 0.354, 1.678)  -0.3435
As (0.324, -0.649, 0.450)  1.0290
C (-0.870, -2.106, -0.119)  -0.3235
C (1.205, -1.622, 1.903)  -0.3121
C (-2.206, 2.389, 2.229)  -0.3841
As (-2.999, 2.089, 4.013)  1.1040
C (-2.832, 0.181, 4.431)  -0.3705
C (-4.907, 2.040, 3.537)  -0.3713
H (-3.967, 1.547, -1.944)  -0.0076
H (-3.214, 1.806, -3.528)  0.0014
H (-3.131, 3.081, -2.287)  0.0123
H (-0.219, 3.430, -2.275)  0.0201
H (-0.695, 2.598, -3.787)  0.0099
H (0.741, 2.061, -2.873)  -0.0153
H (-2.024, 3.039, -0.189)  0.0679
H (-0.381, 2.447, 0.091)  0.0071
H (-3.029, -0.140, -0.028)  0.0479
H (-4.000, 1.240, 0.493)  0.0776
H (-3.548, -0.027, 1.646)  0.0513
H (-1.331, -0.374, 2.342)  0.0440
H (-0.118, 0.913, 2.262)  0.0620
H (-1.601, -2.346, 0.658)  0.0107
H (-0.255, -2.984, -0.325)  0.0134
H (-1.373, -1.814, -1.040)  -0.0188
H (0.477, -2.061, 2.591)  0.0141
H (1.849, -0.915, 2.425)  -0.0049
H (1.820, -2.410, 1.465)  0.0134
H (-2.895, 3.140, 1.821)  0.0585
H (-1.271, 2.919, 2.425)  0.0640
H (-1.787, -0.082, 4.584)  0.0112
H (-3.257, -0.466, 3.664)  0.0027
H (-3.375, 0.035, 5.367)  0.0030
H (-5.172, 2.984, 3.059)  0.0075
H (-5.491, 1.940, 4.452)  0.0005
H (-5.144, 1.221, 2.861)  0.0037
I (0.278, -2.561, -5.228)  0.7936
C (1.899, -2.792, -3.956)  -0.6836
C (2.643, -3.969, -4.013)  -0.2827
C (3.730, -4.173, -3.199)  -0.7180
I (4.787, -5.957, -3.377)  0.7983
C (4.109, -3.171, -2.257)  -0.2296
C (5.198, -3.287, -1.364)  -0.0812
C (5.477, -2.274, -0.490)  -0.0702
C (4.655, -1.133, -0.487)  -0.1430
N (3.636, -1.003, -1.299)  0.0749
C (3.353, -1.977, -2.188)  -0.1426
C (2.205, -1.705, -3.089)  -0.5001
O (1.595, -0.627, -3.054)  -0.1338
H (2.350, -4.736, -4.718)  0.0596
H (5.804, -4.184, -1.386)  0.0405
H (6.312, -2.343, 0.196)  0.0928
H (4.826, -0.314, 0.204)  0.0957
Cl (4.789, 3.259, 0.168)  -0.0858
Si (2.730, 2.504, 0.334)  -0.5560
Cl (2.884, 2.064, 2.546)  -0.1101
Cl (1.749, 4.467, 0.573)  -0.0712


Below is a molecular structure, C20H31BN13Pt, with properties calculated with the ωB97M-V functional and the def2-TZVPD basis.

Its spin multiplicity is 2. As for the expectation value of S²: 0.7535. The total charge is +2. As for the energy above the lowest of the compared OMol25 structures with the same formula, charge and spin: 0.0 kcal per mole. Its highest occupied orbital energy (alpha / beta) is -0.49641 / -0.49639 Eh. The calculation puts the calculated total energy at -44527.7944 eV.

Last column: Löwdin charge in e.
Positions of all 66 atoms, in Å:
Pt (-0.725, -0.605, -0.578)  1.4423
C (-0.863, 2.969, -1.058)  -0.0145
C (0.040, 2.465, 0.016)  -0.3088
C (0.900, 3.177, 0.852)  0.0227
C (1.499, 2.228, 1.659)  -0.0111
N (1.015, 1.025, 1.327)  0.0262
N (0.136, 1.169, 0.328)  -0.0329
B (1.329, -0.375, 1.910)  -0.6490
N (1.955, -1.194, 0.759)  0.0565
C (3.161, -1.727, 0.538)  -0.0071
C (3.148, -2.405, -0.661)  0.0241
C (1.858, -2.252, -1.160)  -0.3018
C (1.271, -2.821, -2.409)  -0.0249
N (1.150, -1.510, -0.292)  -0.0579
N (-0.006, -1.073, 2.262)  0.0405
C (-0.394, -1.632, 3.413)  -0.0024
C (-1.639, -2.202, 3.235)  0.0277
C (-1.973, -1.968, 1.904)  -0.3006
C (-3.188, -2.384, 1.144)  -0.0276
N (-0.967, -1.282, 1.338)  -0.0912
N (2.123, -0.190, 3.172)  -0.0161
C (3.324, -0.621, 3.652)  -0.0562
C (3.490, -0.096, 4.900)  -0.0015
C (2.317, 0.659, 5.146)  -0.3335
C (1.949, 1.434, 6.368)  -0.0197
N (1.505, 0.591, 4.107)  0.1040
H (-0.797, 4.052, -1.117)  0.0946
H (-0.582, 2.551, -2.027)  0.0617
H (-1.900, 2.698, -0.849)  0.0722
H (1.057, 4.241, 0.869)  0.1204
H (2.233, 2.346, 2.436)  0.1361
H (3.979, -1.589, 1.219)  0.1190
H (3.963, -2.949, -1.105)  0.1262
H (1.467, -3.891, -2.458)  0.1029
H (0.195, -2.671, -2.432)  0.0528
H (1.730, -2.376, -3.294)  0.0855
H (0.225, -1.589, 4.292)  0.1382
H (-2.223, -2.728, 3.969)  0.1242
H (-3.535, -3.355, 1.491)  0.0993
H (-4.008, -1.678, 1.302)  0.0860
H (-2.972, -2.449, 0.078)  0.0574
H (3.981, -1.271, 3.105)  0.1000
H (4.324, -0.238, 5.566)  0.1123
H (2.742, 1.397, 7.110)  0.0820
H (1.751, 2.475, 6.113)  0.0815
H (1.032, 1.043, 6.807)  0.0820
C (-1.497, 1.806, -5.443)  -0.0007
N (-0.816, 0.774, -4.655)  -0.1137
C (0.495, 0.310, -5.110)  0.0014
C (-1.255, 0.402, -3.450)  -0.3989
N (-0.568, -0.338, -2.620)  -0.0031
N (-2.521, 0.820, -3.110)  0.1820
C (-3.225, 0.520, -1.972)  -0.4539
N (-4.499, 0.933, -1.977)  0.2177
N (-2.685, -0.082, -0.959)  -0.0001
H (-0.940, 1.965, -6.359)  0.1043
H (-1.536, 2.753, -4.903)  0.1076
H (-2.505, 1.500, -5.735)  0.1031
H (0.577, 0.477, -6.179)  0.1048
H (0.605, -0.761, -4.943)  0.0928
H (1.306, 0.849, -4.614)  0.1150
H (0.348, -0.580, -2.966)  0.0377
H (-3.024, 1.334, -3.815)  0.1359
H (-4.942, 1.328, -2.790)  0.1335
H (-5.088, 0.784, -1.175)  0.1374
H (-3.308, -0.190, -0.170)  0.0755